# 1
69
Properties=species:S:1:pos:R:3 method="wB97M-V/def2-TZVPD" multiplicity=2 total_charge=+1 e_homo_ev="-10.6 / -10.6" lumo_energy_ev="-3.3 / -3.3" total_energy_ha=-2820.883108 homo_lumo_gap_ev="7.2 / 7.3"
Mn -0.1712 0.2003 -0.8048
C 3.8701 -0.8894 -1.7643
C 4.6121 0.1483 -1.1894
C 3.9589 1.2943 -0.8263
C 2.5634 1.4126 -1.0154
N 1.8299 0.3406 -1.4287
C 2.5105 -0.7456 -1.8484
N 2.0363 2.6477 -0.8400
C 0.7828 2.9514 -0.9460
N -0.2850 2.0786 -1.0020
C -1.4351 2.8457 -1.0293
N -2.6601 2.4601 -1.0470
C -3.1453 1.1936 -1.0011
C -4.5567 1.1122 -0.9566
C -5.1931 -0.0931 -0.8487
C -4.4030 -1.2423 -0.8008
C -3.0413 -1.0994 -0.8760
N -2.3788 0.0692 -0.9825
C -1.0830 4.2633 -1.0098
C -1.8600 5.4074 -0.9893
C -1.2002 6.6256 -0.9257
C 0.1937 6.6935 -0.8994
C 0.9689 5.5444 -0.9192
C 0.3069 4.3286 -0.9598
H 4.3563 -1.7845 -2.1251
H 5.6834 0.0552 -1.0692
H 4.4720 2.1563 -0.4249
H 1.9099 -1.5373 -2.2761
H -5.0921 2.0492 -0.9943
H -6.2713 -0.1608 -0.7965
H -4.8363 -2.2282 -0.7104
H -2.4434 -1.9979 -0.8330
H -2.9392 5.3437 -1.0205
H -1.7721 7.5436 -0.8928
H 0.6710 7.6637 -0.8618
H 2.0499 5.5840 -0.9062
C 1.9270 -1.7522 1.2689
N 1.6022 -2.9496 0.5092
C 2.7106 -3.8009 0.0666
C 0.4855 -2.9609 -0.2986
N -0.0348 -1.8700 -0.8000
N 0.0070 -4.2019 -0.5853
C -0.9633 -4.4187 -1.6408
C 0.1048 -5.2998 0.3706
H 2.8456 -1.9316 1.8211
H 1.1357 -1.5619 1.9937
H 2.0600 -0.8653 0.6455
H 2.8798 -3.7189 -1.0099
H 2.5369 -4.8495 0.3090
H 3.6174 -3.4817 0.5724
H -0.8032 -2.1119 -1.4120
H -1.9908 -4.2745 -1.2897
H -0.8693 -5.4458 -1.9891
H -0.7730 -3.7649 -2.4913
H 0.5811 -4.9652 1.2859
H 0.6646 -6.1414 -0.0416
H -0.9020 -5.6480 0.6142
N -0.3731 0.4016 6.7471
C -0.3968 0.4546 5.6005
C -0.4123 0.4901 4.1724
C -1.3015 -0.3075 3.4529
C -1.2420 -0.2850 2.0756
N -0.3733 0.4647 1.3922
C 0.4501 1.2573 2.0839
C 0.4700 1.3025 3.4625
H -2.0203 -0.9310 3.9649
H -1.9153 -0.8946 1.4869
H 1.1262 1.8731 1.5025
H 1.1580 1.9543 3.9814

---

# 2
62
Properties=species:S:1:pos:R:3 method="wB97M-V/def2-TZVPD" total_charge=+1 e_homo_ev=-10.1 lumo_energy_ev=-4.2 total_energy_ha=-1705.123911 homo_lumo_gap_ev=5.9
C 2.4409 -2.9511 2.9768
S 1.8977 -1.9065 1.5615
C 2.5364 -3.0671 0.2885
C 0.2471 -2.3466 1.6014
C -0.8158 -1.5355 1.1312
C -2.2104 -2.0272 1.4499
C -2.4582 -3.3997 1.5464
C -3.7447 -3.8970 1.7520
C -4.8181 -3.0032 1.8247
C -4.5931 -1.6202 1.7310
C -3.2982 -1.1412 1.5266
O -0.6572 -0.5066 0.4407
H 3.5144 -2.7792 3.1008
H 1.8941 -2.6255 3.8644
H 2.2393 -4.0028 2.7505
H 3.6020 -2.8322 0.1899
H 2.3836 -4.0963 0.6298
H 2.0023 -2.8706 -0.6437
H 0.0575 -3.2857 2.1327
H -1.6065 -4.0689 1.4446
H -3.8861 -4.9760 1.8412
H -5.8289 -3.3901 1.9409
H -5.4376 -0.9352 1.8102
H -3.1141 -0.0768 1.4223
C 5.4325 1.0719 -2.7910
N 4.0541 1.1287 -2.3252
C 3.6297 1.5244 -1.0802
C 2.2201 1.3702 -0.9733
C 1.3471 1.5416 0.1437
C 0.1349 2.2548 0.1199
C -0.5910 2.7911 -0.9776
N -1.8227 3.2168 -0.5678
C -2.8759 3.7328 -1.4247
C -1.9362 3.0432 0.8200
C -0.7242 2.4745 1.2887
C -0.6498 2.0239 2.5966
C -1.8247 1.9744 3.3620
C -3.0475 2.4390 2.8376
C -3.0989 3.0620 1.5758
C 1.7906 0.8560 -2.2656
C 2.9447 0.7421 -3.0841
C 2.9180 0.1137 -4.3194
C 1.6857 -0.4154 -4.7488
C 0.5347 -0.2998 -3.9493
C 0.5956 0.2881 -2.6749
H 5.4867 0.5051 -3.7231
H 5.8435 2.0710 -2.9735
H 6.0682 0.5821 -2.0466
H 4.3058 1.9319 -0.3392
H 1.6445 1.1228 1.0990
H -0.2679 2.8356 -2.0070
H -3.8085 3.7663 -0.8574
H -2.6500 4.7438 -1.7867
H -3.0018 3.0858 -2.3002
H 0.3098 1.7099 3.0126
H -1.7922 1.5614 4.3746
H -3.9791 2.3019 3.3932
H -4.0180 3.4799 1.1668
H 3.8326 0.0268 -4.8982
H 1.6419 -0.9490 -5.7000
H -0.4292 -0.6636 -4.3059
H -0.2490 0.2955 -1.9848

---

# 3
79
Properties=species:S:1:pos:R:3 method="wB97M-V/def2-TZVPD" total_charge=+1 e_homo_ev=-11.6 lumo_energy_ev=-4.0 total_energy_ha=-2906.954811 homo_lumo_gap_ev=7.6
O -0.4850 -3.6504 5.6634
N -0.1563 -3.1080 4.7200
O -1.2462 -3.0797 3.7085
C -0.6929 -3.3639 2.4416
C -0.3243 -2.0401 1.7591
C -1.4129 -1.2211 1.0545
C -2.7749 -1.3394 1.7263
C -3.3557 -0.3207 2.5120
C -4.6298 -0.5209 3.0751
N -5.3409 -1.6392 2.9269
C -4.8096 -2.6000 2.1714
C -3.5534 -2.4955 1.5439
C -0.8937 0.2210 0.9521
C 0.6102 0.3032 0.6875
C 1.2085 -0.9310 0.0723
N 0.8707 -2.2155 0.8245
P 0.7603 -3.6044 -0.2887
O 0.9110 -4.8501 0.4539
O -0.5404 -3.4162 -1.1489
O 1.9309 -3.2043 -1.2569
H -1.4052 -3.9593 1.8846
H 0.2068 -3.9634 2.5631
H 0.0219 -1.4165 2.5797
H -1.5564 -1.5474 0.0242
H -2.8596 0.6172 2.6877
H -5.0858 0.2606 3.6630
H -5.3910 -3.4992 2.0437
H -3.2082 -3.3158 0.9294
H -1.0695 0.7340 1.8891
H -1.4343 0.7235 0.1571
H 0.8209 1.1548 0.0453
H 1.0991 0.4839 1.6437
H 2.2875 -0.8754 0.0214
H 0.8383 -1.0234 -0.9439
H 1.6820 -2.4402 1.4130
H -1.3655 -3.6068 -0.6811
H 1.9360 -3.7370 -2.0669
C 7.3078 -3.0167 1.8780
C 6.0505 -2.6544 2.1630
C 5.1115 -2.1240 1.1078
O 3.9717 -1.8393 1.4710
C 5.5830 -1.9762 -0.2395
C 6.8466 -2.3343 -0.5335
C 7.7878 -2.8922 0.5160
O 8.8980 -3.1992 0.1377
O 7.3712 -2.2387 -1.7314
O 5.5282 -2.7298 3.3780
H 7.9872 -3.4001 2.6257
H 4.9060 -1.5803 -0.9836
H 8.2921 -2.5667 -1.6646
H 4.6125 -2.4063 3.3155
C 0.6522 5.7272 -3.0901
C 0.2977 4.6129 -2.4366
C 0.9074 4.2436 -1.0927
O 0.5176 3.2147 -0.5514
C 1.9090 5.1062 -0.5237
C 2.2635 6.2223 -1.1820
C 1.6436 6.6076 -2.5063
O 2.0281 7.6448 -3.0048
O 3.1663 7.0719 -0.7456
O -0.5987 3.7552 -2.9079
H 0.2286 6.0042 -4.0452
H 2.3472 4.8290 0.4244
H 3.2237 7.7881 -1.4103
H -0.7150 3.0223 -2.2614
C -5.5461 2.9206 -3.6298
C -4.2247 2.9294 -3.3952
C -3.5812 1.9566 -2.4332
O -2.3652 2.0377 -2.3134
C -4.4121 1.0151 -1.7305
C -5.7355 1.0081 -1.9615
C -6.3839 1.9618 -2.9434
O -7.5852 1.8530 -3.0851
O -6.5750 0.1872 -1.3710
O -3.3921 3.7761 -3.9744
H -6.0180 3.6090 -4.3163
H -3.9477 0.3358 -1.0350
H -7.4655 0.3967 -1.7229
H -2.4858 3.6079 -3.6467

---

# 4
64
Properties=species:S:1:pos:R:3 method="wB97M-V/def2-TZVPD" relative_energy_kj_mol=477.6 total_charge=0 e_homo_ev=-6.8 smiles="O=[N+]([O-])c1ccc(SC(c2cc3c4c(c2)CCN4CCC3)c2cc3c4c(c2)CCN4CCC3)cc1" lumo_energy_ev=-1.0 total_energy_ha=-1835.301841 homo_lumo_gap_ev=5.8
C -0.6229 4.7917 0.2636
C -0.0591 5.2187 -1.0832
N 0.1173 4.0744 -1.9275
C 0.3484 4.1667 -3.3482
C 0.6086 2.7005 -3.7800
C 0.6984 1.9399 -2.4921
C 0.9143 0.6195 -2.1460
C 0.8484 0.2452 -0.7801
C 0.5350 -1.2030 -0.5079
C 0.9007 -1.7656 0.8567
C 1.6396 -2.9691 1.0172
C 1.6484 -3.5921 2.2623
C 1.0518 -2.9163 3.3384
N 1.0083 -3.6731 4.4571
C 0.2914 -3.2922 5.6337
C 0.2073 -1.7724 5.7421
C -0.2432 -1.0872 4.4431
C 0.3962 -1.6817 3.2284
C 0.2821 -1.1539 1.9512
C 1.5272 -4.9972 4.2309
C 2.0948 -4.9316 2.7912
C 0.8747 1.2369 0.2262
C 0.4755 2.5358 -0.0871
C 0.4101 2.8449 -1.4529
C 0.1345 3.6077 0.8985
H -0.5948 5.6509 0.9414
H -1.6769 4.5022 0.1452
H -0.7347 5.8912 -1.6073
H 0.8983 5.7339 -0.9310
H -0.5257 4.6064 -3.8458
H 1.2182 4.8077 -3.5774
H -0.2261 2.3857 -4.4322
H 1.5280 2.6171 -4.3796
H 1.0997 -0.1216 -2.9121
H 0.9705 -1.8284 -1.2983
H 2.1207 -3.4286 0.1592
H -0.7244 -3.7063 5.6001
H 0.8184 -3.7235 6.4841
H -0.4809 -1.5118 6.5506
H 1.1951 -1.3685 5.9955
H -1.3432 -1.1445 4.3421
H -0.0032 -0.0174 4.4867
H -0.3514 -0.2797 1.8105
H 2.2918 -5.2396 4.9779
H 0.7313 -5.7543 4.3240
H 1.7231 -5.7721 2.1931
H 3.1926 -5.0236 2.8409
H 1.1151 1.0247 1.2623
H 1.0647 3.9691 1.3727
H -0.4761 3.1988 1.7113
S -1.3087 -1.6002 -0.8220
C -1.8897 -1.0072 -2.3362
C -1.7295 -1.8598 -3.4560
C -1.9015 -1.3382 -4.7249
C -2.2898 0.0015 -4.8536
N -1.9358 0.6851 -6.0532
O -1.9775 1.9483 -6.0380
O -1.5502 0.0155 -7.0374
C -2.7200 0.7560 -3.7487
C -2.5487 0.2429 -2.4736
H -1.4213 -2.8904 -3.2785
H -1.6623 -1.8940 -5.6186
H -3.1153 1.7442 -3.9305
H -2.8674 0.7823 -1.5781

---

# 5
65
Properties=species:S:1:pos:R:3 method="wB97M-V/def2-TZVPD" relative_energy_kj_mol=4.8 total_charge=0 e_homo_ev=-7.9 smiles="O=C(COC(=O)/C=C/C(=O)N1CCN(c2ccccc2)CC1)NC(c1ccccc1)c1ccccc1" lumo_energy_ev=-0.2 total_energy_ha=-1587.747906 homo_lumo_gap_ev=7.7
O -4.9172 -0.6040 2.2835
C -4.2661 -1.0649 1.3753
N -3.4262 -0.3560 0.6002
H -2.9870 -0.7997 -0.1917
C -3.1358 1.0537 0.7837
C -1.7492 1.2759 1.3637
C -1.1028 0.2877 2.0942
C 0.1434 0.5286 2.6481
C 0.7564 1.7580 2.4811
C 0.1190 2.7464 1.7501
C -1.1260 2.5077 1.1968
H -1.6234 3.2865 0.6372
H 0.5875 3.7108 1.6179
H 1.7187 1.9521 2.9319
H 0.6280 -0.2471 3.2224
H -1.5720 -0.6716 2.2497
C -3.2983 1.7493 -0.5477
C -4.3100 2.6738 -0.7613
C -4.4524 3.2815 -1.9976
C -3.5881 2.9661 -3.0315
C -2.5778 2.0407 -2.8268
C -2.4342 1.4365 -1.5917
H -1.6384 0.7198 -1.4326
H -1.9018 1.7895 -3.6308
H -3.7004 3.4390 -3.9955
H -5.2419 4.0014 -2.1535
H -4.9873 2.9185 0.0436
H -3.8783 1.4237 1.5029
C -4.3402 -2.5594 1.0103
H -5.3152 -2.7787 0.5726
H -4.2143 -3.1342 1.9336
O -3.3678 -2.9301 0.0467
C -2.0937 -2.9877 0.4892
O -1.7883 -2.9474 1.6529
C -1.1522 -2.9677 -0.6483
C 0.0642 -2.4524 -0.4867
C 0.9921 -2.2660 -1.6357
O 1.0635 -3.0688 -2.5482
N 1.7243 -1.1266 -1.6027
C 2.6306 -0.8372 -2.6950
C 4.0048 -0.4160 -2.1719
N 3.8913 0.5712 -1.1066
C 4.8154 0.5274 -0.0730
C 4.5029 0.8628 1.2470
C 5.4731 0.8446 2.2310
C 6.7761 0.4850 1.9371
C 7.0989 0.1482 0.6337
C 6.1389 0.1705 -0.3579
H 6.4231 -0.0726 -1.3696
H 8.1120 -0.1300 0.3823
H 7.5279 0.4676 2.7109
H 5.2006 1.1049 3.2438
H 3.4951 1.1278 1.5255
C 2.5484 1.0464 -0.9016
C 1.6059 -0.1141 -0.5685
H 1.8995 -0.5325 0.4013
H 0.5746 0.2491 -0.4876
H 2.2132 1.5500 -1.8144
H 2.5250 1.7840 -0.1017
H 4.5259 -1.3005 -1.7889
H 4.5864 -0.0102 -3.0104
H 2.2047 -0.0568 -3.3362
H 2.7204 -1.7498 -3.2877
H 0.3889 -2.1570 0.5011
H -1.5275 -3.2654 -1.6155

---

# 6
74
Properties=species:S:1:pos:R:3 method="wB97M-V/def2-TZVPD" multiplicity=2 relative_energy_kj_mol=169.2 total_charge=+1 e_homo_ev="-11.2 / -11.2" lumo_energy_ev="-3.8 / -3.6" total_energy_ha=-3436.028969 homo_lumo_gap_ev="7.4 / 7.7"
V -0.3710 -1.6088 0.5089
C 3.6069 -2.4129 -2.3280
O 3.8936 -2.2091 -0.9103
C 2.7504 -1.7548 -0.3968
N 1.7209 -1.6711 -1.1216
C 2.0755 -2.2829 -2.4265
C 1.5468 -1.5283 -3.6283
C 0.2033 -1.1557 -3.6572
C -0.3226 -0.5155 -4.7672
C 0.4824 -0.2506 -5.8694
C 1.8140 -0.6343 -5.8535
C 2.3442 -1.2730 -4.7373
C 2.6956 -1.4458 1.0405
C 3.8138 -1.3524 1.8468
C 3.6395 -1.1411 3.2052
C 2.3544 -1.0492 3.7193
C 1.3023 -1.1447 2.8409
N 1.4589 -1.3191 1.5253
C -0.1554 -1.0469 3.2087
N -0.8671 -0.6312 2.0678
C -2.1580 -0.1193 2.6287
C -1.6932 0.3888 4.0072
O -0.4088 -0.2165 4.2481
C -2.9417 0.9025 1.8120
C -3.4879 0.5555 0.5760
C -4.2319 1.4687 -0.1585
C -4.4743 2.7437 0.3354
C -3.9740 3.0916 1.5821
C -3.2121 2.1816 2.3095
H 4.1330 -1.6386 -2.8805
H 3.9833 -3.3892 -2.6121
H 1.6070 -3.2708 -2.4245
H -0.4372 -1.3916 -2.8219
H -1.3698 -0.2348 -4.7768
H 0.0688 0.2362 -6.7438
H 2.4466 -0.4433 -6.7120
H 3.3849 -1.5797 -4.7594
H 4.7932 -1.4578 1.4010
H 4.4976 -1.0595 3.8608
H 2.1631 -0.9107 4.7747
H -2.8223 -0.9752 2.7764
H -1.5357 1.4610 4.0451
H -2.3777 0.0948 4.7988
H -3.3524 -0.4393 0.1822
H -4.6364 1.1684 -1.1184
H -5.0713 3.4479 -0.2334
H -4.2029 4.0620 2.0100
H -2.8736 2.4795 3.2928
O -0.6311 -2.3805 3.7259
C -0.4909 -3.4402 2.9578
O 0.0249 -3.4409 1.8473
H -0.8803 -4.3410 3.4291
O -2.7197 -2.9120 -1.5591
S -1.9478 -3.3467 -0.4365
O -2.0848 -2.2805 0.7105
O -0.4546 -3.0314 -0.6776
O -2.1491 -4.6521 0.0887
O -1.1591 1.4608 -1.8476
C -0.6264 1.0667 -0.8354
O -0.4352 -0.1729 -0.5235
C -0.0933 2.0950 0.1618
N -0.7350 3.3970 -0.2274
C 0.3381 4.4298 -0.4432
C 1.5661 3.8403 0.2394
C 1.4150 2.3362 -0.0047
H -0.3601 1.8101 1.1739
H -1.4581 3.6691 0.4271
H -1.1941 3.1365 -1.1212
H 0.0227 5.3897 -0.0462
H 0.4919 4.5261 -1.5161
H 1.5484 4.0563 1.3108
H 2.4879 4.2450 -0.1737
H 1.9944 1.7341 0.6936
H 1.7270 2.0772 -1.0208

---

| no. | strongest force on any atom (eV/A) |
| --- | --- |
| 1 | 1.2 |
| 2 | 2.4 |
| 3 | 1.4 |
| 4 | 3.1 |
| 5 | 0.7 |
| 6 | 1.8 |